Record 1
The following is a quantum chemistry calculation of a cluster of 3 separate species, C21H44BrN2O8 in total, from the Open Molecules 2025 dataset.

Properties
- Charge: -1
- HOMO level: -4.51 eV

XYZ file:
```
76
C21H44BrN2O8, DFT wB97M-V/def2-TZVPD
C -4.53 -1.99 0.43
C -3.67 -3.17 -0.31
O -2.54 -3.63 0.29
O -4.00 -3.78 -1.62
C -4.23 -2.74 -2.64
C -3.09 -1.55 -2.63
C -1.54 -2.09 -2.77
C -0.54 -1.62 -1.56
C 0.36 -0.26 -1.93
Br 1.57 -0.87 -3.46
N 1.17 0.04 -0.70
C 1.37 1.51 -0.43
C 2.25 2.31 -1.59
C 1.38 3.55 -2.30
C 2.24 4.95 -2.40
C 2.64 5.17 -3.99
N 3.39 3.94 -4.48
C -0.73 0.88 -2.38
O -0.78 1.40 -3.61
O -1.77 1.37 -1.42
H -4.52 -2.24 1.59
H -5.60 -1.90 -0.04
H -4.01 -0.92 0.30
H -5.31 -2.27 -2.51
H -4.25 -3.27 -3.71
H -3.29 -0.91 -3.62
H -3.17 -0.82 -1.72
H -1.17 -1.85 -3.85
H -1.61 -3.28 -2.70
H -1.22 -1.29 -0.65
H 0.22 -2.46 -1.20
H 0.88 -0.50 0.14
H 0.38 2.10 -0.13
H 2.05 1.57 0.55
H 2.74 1.60 -2.38
H 3.16 2.86 -1.05
H 1.11 3.19 -3.38
H 0.41 3.74 -1.65
H 3.17 4.99 -1.69
H 1.52 5.82 -2.07
H 3.31 6.15 -4.11
H 1.65 5.24 -4.63
H 4.40 4.15 -4.67
H 2.93 3.52 -5.32
C 5.65 1.53 1.23
O 5.58 1.45 -0.19
C 6.86 1.65 -0.81
C 7.48 0.32 -1.24
O 7.81 -0.49 -0.11
C 6.84 -1.52 0.12
H 4.72 1.12 1.64
H 6.49 0.94 1.63
H 5.75 2.57 1.54
H 7.53 2.20 -0.14
H 6.69 2.26 -1.70
H 8.41 0.53 -1.77
H 6.82 -0.22 -1.93
H 6.97 -2.31 -0.62
H 5.82 -1.13 0.08
H 7.02 -1.93 1.11
C -7.01 -1.03 6.40
O -6.60 -2.38 6.60
C -6.56 -3.12 5.37
C -5.12 -3.26 4.85
O -4.58 -1.99 4.47
C -3.71 -1.46 5.46
H -6.78 -0.47 7.31
H -6.47 -0.56 5.57
H -8.08 -0.99 6.22
H -7.21 -2.66 4.61
H -6.95 -4.12 5.58
H -5.13 -3.89 3.96
H -4.48 -3.75 5.60
H -2.76 -1.99 5.44
H -4.15 -1.52 6.47
H -3.53 -0.40 5.23
```

Record 2
The following is a quantum chemistry calculation of a cluster of 2 separate species, C2H2ClP in total, from the Open Molecules 2025 dataset.

Properties
- Energy above the lowest of the compared OMol25 structures with the same formula, charge and spin: 124.1 kcal/mol
- HOMO level: -9.10 eV

XYZ file:
```
6
C2H2ClP, DFT wB97M-V/def2-TZVPD
C -1.37 0.61 0.79
C -0.30 0.07 0.69
P 2.95 -1.01 0.25
Cl 3.58 0.85 -0.02
H -2.31 1.08 0.84
H 2.25 -1.13 -0.97
```

Record 3
The following is a quantum chemistry calculation of a structure of composition C22H42Cl3DyN2O4Si, from the Open Molecules 2025 dataset.

Properties
- HOMO level (alpha / beta): -6.64 / -6.64 eV
- Multiplicity: 6

XYZ file:
```
75
C22H42Cl3DyN2O4Si, DFT wB97M-V/def2-TZVPD
C 4.04 3.19 -0.99
C 2.60 3.58 -0.91
H 4.65 4.04 -1.30
H 4.18 2.37 -1.72
H 4.40 2.82 -0.02
C 2.06 4.59 -1.60
C 2.81 5.44 -2.56
H 1.00 4.83 -1.48
H 3.54 4.85 -3.14
H 3.37 6.25 -2.06
H 2.11 5.91 -3.25
Dy 0.39 -1.16 -0.69
Cl 1.18 -0.61 1.81
Cl 0.47 -2.78 -2.67
H -2.10 -5.92 1.38
H -0.42 -6.04 3.32
C -1.31 -5.51 0.74
C 0.34 -5.65 2.63
N -0.30 -4.87 1.58
H -1.73 -4.78 0.05
C 0.07 -3.63 1.31
O -0.45 -2.95 0.38
H 1.02 -4.99 3.17
H 0.86 -3.20 1.95
H -0.87 -6.34 0.18
H 0.90 -6.48 2.19
H 1.93 1.22 -3.15
H 0.04 3.54 -3.97
C 1.30 0.85 -3.98
C -0.31 2.68 -4.56
N -0.05 1.42 -3.87
H 1.26 -0.25 -3.93
C -0.99 0.91 -3.07
O -0.79 0.00 -2.23
H -1.39 2.77 -4.71
H -1.98 1.38 -3.18
H 1.73 1.18 -4.93
H 0.21 2.68 -5.53
O 1.62 1.52 -0.89
C 1.74 2.60 -0.11
C -0.66 3.14 -0.67
C 0.34 3.10 0.30
H -0.42 2.72 -1.66
C -1.89 3.74 -0.39
H 2.29 2.35 0.81
C 0.08 3.53 1.60
H -2.65 3.75 -1.17
C -2.08 4.33 0.86
C -1.11 4.20 1.86
H 0.85 3.34 2.35
H -3.00 4.87 1.06
H -1.27 4.62 2.85
Si 4.22 -2.14 -0.81
Cl 2.90 -0.54 -1.37
C 3.95 -3.45 -2.11
C 3.82 -2.74 0.91
C 5.96 -1.50 -1.00
H 2.89 -3.51 -2.42
H 4.28 -4.44 -1.74
H 4.57 -3.21 -2.99
H 6.13 -1.17 -2.04
H 6.66 -2.33 -0.79
H 6.19 -0.67 -0.31
H 3.03 -2.15 1.41
H 4.74 -2.69 1.53
H 3.50 -3.80 0.89
C -2.94 0.97 2.03
C -2.09 -0.21 1.61
O -1.46 0.01 0.33
H -2.29 1.80 2.34
H -3.56 0.69 2.89
H -3.61 1.32 1.23
H -1.25 -0.38 2.29
H -2.67 -1.15 1.52
H -2.10 0.41 -0.30
```

Record 4
The following is a quantum chemistry calculation of a structure of composition C41H38IN7OP2Pd, from the Open Molecules 2025 dataset.

Properties
- Energy above the lowest of the compared OMol25 structures with the same formula, charge and spin: 29.2 kcal/mol
- Charge: +4
- HOMO level (alpha / beta): -17.98 / -17.98 eV

XYZ file:
```
91
C41H38IN7OP2Pd, DFT wB97M-V/def2-TZVPD
Pd 0.16 -0.67 -0.28
N -2.36 4.00 -0.21
C -1.56 3.07 -0.71
N -1.10 2.04 -0.04
C -1.40 1.96 1.29
N -0.87 1.04 2.06
N 0.06 0.20 1.61
C 0.85 -0.35 2.46
C 1.95 -1.12 1.96
C 2.99 -1.54 2.76
C 4.08 -2.16 2.17
C 4.08 -2.33 0.80
C 2.99 -1.90 0.06
N 1.96 -1.29 0.62
C -2.30 2.91 1.91
C -2.64 2.88 3.27
C -3.46 3.85 3.79
C -3.97 4.87 2.97
C -3.64 4.93 1.63
C -2.79 3.95 1.12
H -2.63 4.79 -0.78
H -1.26 3.20 -1.75
H 0.71 -0.14 3.52
H 2.96 -1.34 3.83
H 4.92 -2.49 2.77
H 4.92 -2.80 0.29
H 2.97 -2.04 -1.00
H -2.24 2.10 3.90
H -3.71 3.85 4.84
H -4.62 5.63 3.39
H -4.02 5.72 1.00
C -2.90 -2.71 -2.70
N -2.07 -1.79 -1.88
P -0.85 -0.80 -2.45
C -1.18 -0.24 -4.10
C -0.56 -0.90 -5.17
C -0.86 -0.50 -6.46
C -1.70 0.58 -6.68
C -2.30 1.25 -5.62
C -2.04 0.84 -4.32
C 0.67 -1.66 -2.48
C 0.76 -3.07 -2.58
C 1.92 -3.61 -3.09
C 2.99 -2.79 -3.47
C 2.93 -1.39 -3.31
C 1.79 -0.82 -2.81
P -2.61 -0.75 -0.71
C -4.26 -0.18 -1.04
C -4.49 0.99 -1.77
C -5.79 1.41 -2.01
C -6.85 0.67 -1.50
C -6.62 -0.50 -0.79
C -5.33 -0.94 -0.54
C -2.61 -1.49 0.89
C -3.43 -0.92 1.88
C -3.44 -1.47 3.15
C -2.61 -2.55 3.44
C -1.75 -3.08 2.47
C -1.73 -2.54 1.20
H -2.33 -3.05 -3.55
H -3.80 -2.22 -3.06
H -3.19 -3.58 -2.10
H 0.12 -1.73 -5.01
H -0.42 -1.03 -7.30
H -1.89 0.92 -7.70
H -2.95 2.09 -5.80
H -2.48 1.37 -3.49
H -0.07 -3.70 -2.30
H 1.98 -4.68 -3.23
H 3.88 -3.24 -3.89
H 3.78 -0.78 -3.58
H 1.71 0.26 -2.73
H -3.66 1.58 -2.15
H -5.97 2.31 -2.57
H -7.87 1.02 -1.65
H -7.46 -1.09 -0.42
H -5.17 -1.86 0.00
H -4.06 -0.07 1.67
H -4.09 -1.06 3.91
H -2.63 -2.99 4.43
H -1.11 -3.92 2.70
H -1.08 -2.98 0.45
N 1.94 -5.86 0.76
C 0.90 -5.14 0.34
O 0.95 -3.92 0.17
C -0.38 -5.90 0.08
I -0.20 -7.03 -1.72
H 2.83 -5.43 0.93
H 1.88 -6.86 0.90
H -1.19 -5.20 -0.07
H -0.62 -6.60 0.87
```

Record 5
The following is a quantum chemistry calculation of the ion C3H4NO5P with charge -2, from the Open Molecules 2025 dataset.

Properties
- Energy above the lowest of the compared OMol25 structures with the same formula, charge and spin: 0.0 kcal/mol
- Charge: -2
- HOMO level: -0.86 eV
- SMILES string: C[C@H](C(=O)[O-])N1O[P@@]1(=O)[O-]

XYZ file:
```
14
C3H4NO5P, DFT wB97M-V/def2-TZVPD
C 0.99 -0.10 -1.13
C 0.64 -0.20 0.40
C 0.71 -1.72 0.86
O -0.23 -2.41 0.51
O 1.72 -2.08 1.53
N -0.62 0.35 0.75
O -0.64 1.96 0.71
P -1.92 1.23 0.07
O -3.11 1.16 0.94
O -2.19 1.61 -1.37
H 1.32 0.96 -1.20
H 1.86 -0.78 -1.36
H 0.05 -0.35 -1.68
H 1.44 0.35 0.98
```

Record 6
The following is a quantum chemistry calculation of a structure of composition C40H64N2O3PTi, from the Open Molecules 2025 dataset.

Properties
- Energy above the lowest of the compared OMol25 structures with the same formula, charge and spin: 12.3 kcal/mol
- Charge: +1
- HOMO level (alpha / beta): -9.15 / -11.64 eV
- Multiplicity: 3

XYZ file:
```
111
C40H64N2O3PTi, DFT wB97M-V/def2-TZVPD
Ti 0.95 -0.17 -0.56
C 4.31 5.41 2.32
C 3.26 5.54 1.22
C 4.00 6.19 0.01
C 2.09 6.46 1.58
C 2.72 4.20 0.81
C 3.59 3.08 0.59
C 3.19 1.85 0.20
N 1.90 1.67 -0.20
C 0.98 2.68 -0.04
C 1.36 3.84 0.71
C -0.27 2.42 -0.65
C -1.48 3.21 -0.53
C -2.62 2.94 -1.26
C -2.56 1.88 -2.17
C -1.42 1.10 -2.30
N -0.33 1.27 -1.49
C -4.00 3.65 -0.96
C -5.14 3.14 -1.83
C -3.84 5.17 -1.20
C -4.48 3.32 0.46
H 4.56 6.40 2.70
H 5.27 4.97 1.91
H 4.02 4.76 3.20
H 4.06 7.25 0.25
H 3.42 6.11 -0.89
H 5.01 5.73 -0.21
H 2.47 7.47 1.96
H 1.36 5.96 2.27
H 1.53 6.77 0.69
H 4.66 3.26 0.60
H 3.84 1.01 0.10
H 0.58 4.51 1.07
H -1.43 4.10 0.12
H -3.41 1.59 -2.77
H -1.37 0.21 -2.96
H -4.94 3.27 -2.91
H -6.06 3.68 -1.55
H -5.38 2.10 -1.53
H -3.48 5.44 -2.19
H -3.19 5.65 -0.47
H -4.85 5.62 -1.12
H -4.11 2.36 0.88
H -5.56 3.42 0.58
H -4.08 4.08 1.18
C 5.86 -2.67 -0.56
C 5.11 -1.45 -0.05
C 5.32 -1.18 1.43
O 5.29 -0.26 -0.82
C 3.55 -1.81 -0.12
O 3.07 -2.94 0.01
O 2.78 -0.76 -0.36
H 6.96 -2.59 -0.55
H 5.53 -2.84 -1.61
H 5.53 -3.58 0.02
H 6.37 -1.08 1.76
H 4.75 -1.91 2.03
H 4.94 -0.15 1.69
H 6.26 -0.20 -1.01
C -5.14 -1.81 -1.47
C -4.03 -1.67 -2.57
C -2.69 -2.25 -2.11
C -2.50 -2.21 -0.59
C -3.21 -1.02 0.03
C -4.78 -1.23 -0.09
P -0.62 -2.12 -0.29
C -0.25 -2.27 1.51
C -0.15 -0.83 2.08
C 0.64 -0.77 3.41
C 0.41 -2.10 4.19
C -0.98 -2.66 3.84
C -1.10 -3.21 2.38
C 0.01 -3.78 -0.85
C -0.90 -5.03 -0.61
C -0.32 -6.34 -1.11
C 1.00 -6.14 -1.87
C 0.84 -5.07 -2.97
C 0.37 -3.74 -2.36
H -5.35 -2.90 -1.38
H -6.07 -1.31 -1.79
H -3.92 -0.56 -2.83
H -4.34 -2.20 -3.50
H -1.83 -1.79 -2.63
H -2.67 -3.34 -2.40
H -2.93 -3.10 -0.13
H -2.99 -0.02 -0.44
H -2.93 -0.82 1.07
H -5.31 -0.29 0.10
H -5.17 -1.86 0.70
H 0.78 -2.71 1.44
H -1.14 -0.33 2.10
H 0.40 -0.24 1.29
H 0.29 0.12 3.95
H 1.74 -0.63 3.19
H 0.42 -1.91 5.26
H 1.18 -2.90 3.97
H -1.76 -1.88 3.97
H -1.27 -3.44 4.56
H -2.16 -3.28 2.15
H -0.68 -4.23 2.47
H 1.00 -3.94 -0.34
H -1.85 -4.81 -1.05
H -0.99 -5.11 0.46
H -1.07 -6.85 -1.74
H -0.13 -7.07 -0.24
H 1.32 -7.04 -2.38
H 1.82 -5.86 -1.24
H 0.08 -5.40 -3.71
H 1.81 -4.93 -3.47
H -0.52 -3.29 -2.90
H 1.20 -2.96 -2.51
```

Record 7
The following is a quantum chemistry calculation of an isolated molecule of CH2O, from the Open Molecules 2025 dataset.

Properties
- Energy above the lowest of the compared OMol25 structures with the same formula, charge and spin: 0.0 kcal/mol
- HOMO level: -10.32 eV
- SMILES string: C=O

XYZ file:
```
4
CH2O, DFT wB97M-V/def2-TZVPD
C 0.01 -0.01 -0.01
O -0.74 -0.49 0.81
H 1.09 0.05 0.17
H -0.35 0.45 -0.96
```

Record 8
The following is a quantum chemistry calculation of a structure of composition C14H12BeBrClFNaO14P2S2, from the Open Molecules 2025 dataset.

Properties
- HOMO level: -6.85 eV

XYZ file:
```
49
C14H12BeBrClFNaO14P2S2, DFT wB97M-V/def2-TZVPD
O -6.65 -0.73 3.42
C -6.29 0.38 3.26
Br -7.12 1.77 4.40
C -5.27 0.82 2.22
C -3.87 0.30 2.44
C -3.09 0.61 3.46
S -3.62 1.78 4.76
C -1.67 -0.01 3.48
O -1.14 -0.45 4.47
C -1.01 -0.07 2.14
P 0.82 0.32 1.90
O 1.63 -0.45 3.06
O 0.87 1.89 2.41
C -1.80 -0.39 1.13
P -1.24 -0.48 -0.64
S -2.75 -0.18 -1.82
C -3.26 -0.66 1.42
O -3.89 -1.56 0.95
H -5.20 1.91 2.15
H -5.59 0.49 1.23
H -3.91 1.13 5.93
H 1.67 0.11 3.85
H 0.57 2.47 1.70
H -0.30 0.54 -0.85
H -0.62 -1.73 -0.87
O -1.40 3.04 -2.59
H -1.88 3.32 -1.80
H -1.43 3.70 -3.30
H -1.61 2.06 -2.98
C 1.72 -0.04 -4.01
C 1.29 -1.06 -3.13
C 2.33 -1.48 -2.12
O 2.10 -2.29 -1.22
C 3.66 -0.92 -2.20
C 4.12 0.10 -3.11
C 3.03 0.61 -4.06
O 3.21 1.52 -4.83
O 5.23 0.56 -3.16
O 0.19 -1.58 -3.10
H 1.02 0.34 -4.75
H 4.35 -1.35 -1.49
Na -1.92 0.07 6.25
O 7.07 -3.23 -3.48
Cl 7.19 -2.80 -2.11
O 8.08 -1.68 -2.01
O 7.66 -3.89 -1.28
O 5.86 -2.40 -1.64
Be 3.66 -1.84 0.40
F -0.77 1.40 -3.88
```

Please write out number 7 again, unchanged.
The following is a quantum chemistry calculation of an isolated molecule of CH2O, from the Open Molecules 2025 dataset.

Properties
- Energy above the lowest of the compared OMol25 structures with the same formula, charge and spin: 0.0 kcal/mol
- HOMO level: -10.32 eV
- SMILES string: C=O

XYZ file:
```
4
CH2O, DFT wB97M-V/def2-TZVPD
C 0.01 -0.01 -0.01
O -0.74 -0.49 0.81
H 1.09 0.05 0.17
H -0.35 0.45 -0.96
```